Entry 1:
Molecular formula: C39H66Cl2FN3O24P
Method: DFT, the ωB97M-V functional and the def2-TZVPD basis

XYZ file:
```
136
Properties=species:S:1:pos:R:3
C -6.982 -0.907 4.834
C -7.122 0.213 3.781
C -5.892 1.120 3.816
C -6.061 2.481 3.140
C -6.685 2.454 1.744
C -6.142 1.384 0.794
C -4.600 1.311 0.742
C -4.248 -0.101 0.228
N -2.927 -0.176 -0.421
C -2.871 0.418 -1.756
C -3.783 -0.271 -2.775
O -3.524 -1.641 -2.901
C -4.429 -2.516 -2.245
C -5.825 -2.514 -2.840
C -1.914 -0.721 0.162
N -1.974 -1.249 1.458
C -2.156 -0.323 2.568
C -1.211 -0.554 3.727
O -1.196 -1.506 4.481
F -0.367 0.484 3.904
O -2.756 -2.408 1.495
C -2.141 -3.473 2.254
C -2.361 -4.844 1.606
C -2.688 -4.828 0.107
N -0.695 -0.787 -0.555
C -0.342 -2.135 -1.035
Cl 0.626 -3.066 0.144
C 0.274 -2.023 -2.496
C -0.585 -2.768 -3.524
Cl 1.899 -2.766 -2.490
P 0.488 0.205 0.159
O -0.176 1.495 0.362
O 1.688 0.348 -0.871
O 1.037 -0.331 1.548
H -6.398 -1.707 4.381
H -7.938 -1.309 5.144
H -6.404 -0.556 5.683
H -8.043 0.775 3.918
H -7.211 -0.303 2.828
H -5.038 0.552 3.442
H -5.676 1.314 4.866
H -5.083 2.961 3.058
H -6.694 3.104 3.772
H -7.753 2.288 1.856
H -6.562 3.413 1.246
H -6.438 1.652 -0.221
H -6.558 0.395 0.972
H -4.169 1.412 1.727
H -4.271 2.088 0.060
H -4.311 -0.782 1.065
H -5.018 -0.388 -0.476
H -1.870 0.485 -2.150
H -3.223 1.442 -1.651
H -3.550 0.193 -3.731
H -4.823 -0.024 -2.568
H -4.015 -3.512 -2.388
H -4.470 -2.371 -1.164
H -5.809 -2.457 -3.922
H -6.352 -1.621 -2.495
H -6.410 -3.346 -2.467
H -3.175 -0.421 2.945
H -2.063 0.700 2.215
H -1.086 -3.250 2.350
H -2.555 -3.461 3.258
H -1.424 -5.382 1.724
H -3.089 -5.404 2.183
H -1.761 -4.909 -0.455
H -3.238 -5.731 -0.137
H -3.255 -3.961 -0.203
H -1.267 -2.688 -1.143
H 0.357 -0.971 -2.727
H -0.075 -3.660 -3.857
H -0.787 -2.112 -4.362
H -1.546 -3.070 -3.123
H 2.388 -0.301 -0.657
H 1.857 -0.836 1.461
C 6.687 -3.274 -1.973
C 6.506 -3.952 -0.634
O 5.840 -2.934 0.127
C 5.217 -2.111 -0.729
O 4.440 -1.262 -0.404
O 5.579 -2.359 -2.004
H 6.638 -3.961 -2.813
H 7.614 -2.703 -2.034
H 5.859 -4.829 -0.689
H 7.444 -4.232 -0.164
C 4.748 2.909 -0.579
C 4.821 2.024 -1.804
O 5.792 2.695 -2.610
C 6.575 3.441 -1.795
O 7.574 3.980 -2.134
O 6.061 3.479 -0.538
H 4.537 2.359 0.335
H 4.017 3.713 -0.685
H 5.183 1.020 -1.575
H 3.872 1.948 -2.328
C 2.367 -5.141 -7.003
C 1.836 -4.532 -8.283
O 0.421 -4.548 -8.062
C 0.201 -4.569 -6.730
O -0.859 -4.419 -6.217
O 1.357 -4.781 -6.053
H 3.333 -4.739 -6.707
H 2.432 -6.229 -7.052
H 2.158 -3.499 -8.421
H 2.091 -5.105 -9.169
C 10.555 4.558 -2.180
C 11.372 3.637 -1.304
O 12.516 3.370 -2.128
C 12.650 4.393 -3.007
O 13.588 4.556 -3.713
O 11.563 5.203 -2.971
H 9.985 5.287 -1.612
H 9.878 4.020 -2.841
H 11.703 4.116 -0.388
H 10.849 2.720 -1.058
C 8.987 2.743 3.268
C 9.112 1.857 2.049
O 10.139 2.506 1.291
C 10.891 3.242 2.164
O 11.915 3.771 1.900
O 10.301 3.285 3.383
H 8.719 2.196 4.168
H 8.278 3.560 3.121
H 9.445 0.848 2.299
H 8.194 1.798 1.469
C -9.555 5.645 6.390
C -8.691 6.487 5.476
O -8.091 5.497 4.630
C -8.892 4.409 4.627
O -8.757 3.481 3.893
O -9.857 4.514 5.562
H -10.468 6.146 6.700
H -9.018 5.299 7.274
H -9.275 7.170 4.857
H -7.929 7.052 6.006
```

Results
Charge: +1
HOMO-LUMO gap, eV: 7.4
Energy, eV: -132169.7254

---

Entry 2:
Molecular formula: C39H68Cl3GeN2O3S5SbSi3Ti
Method: DFT, the ωB97M-V functional and the def2-TZVPD basis

XYZ file:
```
126
Properties=species:S:1:pos:R:3
Ti -1.385 0.365 0.476
S 0.830 7.397 -0.703
C 0.221 5.883 -0.537
S -1.167 5.493 0.422
C -1.217 3.779 0.076
C -0.237 3.316 -0.725
S -0.113 1.647 -1.169
S 0.917 4.490 -1.300
S -2.460 2.759 0.700
Cl -8.628 1.812 -0.369
C -7.015 1.256 -0.064
C -6.054 1.375 -1.052
C -4.771 0.932 -0.797
Cl -3.589 1.085 -2.042
C -4.402 0.370 0.434
O -3.162 -0.067 0.678
C -5.414 0.257 1.394
Cl -5.087 -0.462 2.933
C -6.707 0.697 1.160
H -6.295 1.810 -2.010
H -7.457 0.595 1.929
C 2.666 -1.753 5.232
C 1.237 -1.257 5.399
C 0.829 -0.271 4.309
C -0.644 0.108 4.350
Ge -1.328 1.420 2.975
C -0.701 3.224 3.548
C -0.825 3.466 5.056
C 0.432 3.139 5.852
C 0.264 3.418 7.339
H 2.955 -2.438 6.029
H 3.369 -0.918 5.238
H 2.793 -2.275 4.281
H 1.124 -0.774 6.374
H 0.543 -2.103 5.402
H 1.092 -0.676 3.327
H 1.446 0.624 4.423
H -0.875 0.579 5.312
H -1.262 -0.794 4.311
H -2.809 1.489 3.441
H -1.365 3.897 3.007
H 0.311 3.465 3.217
H -1.670 2.899 5.463
H -1.062 4.522 5.225
H 1.261 3.735 5.457
H 0.704 2.092 5.709
H 0.079 4.479 7.520
H 1.152 3.134 7.906
H -0.583 2.863 7.745
C 0.240 -3.037 2.558
C -0.863 -2.154 2.077
C -2.261 -2.448 2.487
O -0.619 -1.191 1.332
H 0.148 -4.017 2.082
H 0.123 -3.189 3.631
H 1.217 -2.616 2.347
H -2.305 -3.262 3.206
H -2.852 -2.703 1.604
H -2.709 -1.545 2.899
C -2.693 -4.364 -3.403
Si -2.612 -3.419 -1.786
C -4.311 -2.749 -1.365
C -2.039 -4.621 -0.442
Sb -0.984 -1.440 -1.854
Si 1.269 -2.691 -2.038
C 1.120 -4.444 -2.707
C 2.065 -2.825 -0.338
C 2.358 -1.624 -3.142
Si -1.171 -0.828 -4.369
C -0.616 -2.308 -5.393
C -2.931 -0.437 -4.901
C -0.049 0.625 -4.760
H -3.220 -5.306 -3.236
H -1.702 -4.597 -3.790
H -3.235 -3.807 -4.168
H -5.024 -3.569 -1.250
H -4.680 -2.082 -2.147
H -4.296 -2.181 -0.435
H -2.891 -5.004 0.124
H -1.343 -4.167 0.263
H -1.530 -5.475 -0.891
H 0.332 -4.998 -2.198
H 2.063 -4.963 -2.522
H 0.921 -4.488 -3.776
H 1.979 -3.844 0.044
H 1.618 -2.147 0.385
H 3.126 -2.575 -0.405
H 2.274 -1.902 -4.193
H 3.402 -1.722 -2.840
H 2.089 -0.569 -3.058
H -1.439 -2.999 -5.568
H 0.199 -2.866 -4.941
H -0.271 -1.943 -6.363
H -3.685 -1.023 -4.376
H -3.004 -0.665 -5.967
H -3.174 0.615 -4.761
H 0.920 0.282 -5.124
H 0.118 1.263 -3.893
H -0.510 1.235 -5.541
C 5.110 0.305 -4.568
C 5.609 1.380 -3.615
N 4.665 1.731 -2.556
C 3.875 2.945 -2.732
C 2.935 2.873 -3.928
C 4.570 0.892 -1.497
O 5.137 -0.194 -1.469
C 3.752 1.330 -0.317
C 4.094 2.400 0.501
C 3.310 2.656 1.612
C 2.221 1.833 1.865
N 1.883 0.805 1.093
C 2.651 0.565 0.035
H 5.855 0.125 -5.345
H 4.178 0.597 -5.050
H 4.951 -0.625 -4.028
H 5.828 2.302 -4.158
H 6.529 1.040 -3.139
H 4.560 3.792 -2.840
H 3.291 3.115 -1.832
H 3.470 2.938 -4.876
H 2.225 3.699 -3.888
H 2.368 1.940 -3.911
H 4.949 3.021 0.268
H 3.527 3.484 2.273
H 1.591 2.016 2.724
H 2.361 -0.262 -0.601
```

Results
Charge: 0
HOMO-LUMO gap (alpha / beta), eV: 6.1 / 6.1
Energy, eV: -252220.3509
Energy above the lowest of the compared OMol25 structures with the same formula, charge and spin, eV: 1.569

---

Entry 3:
Molecular formula: C39H69N6O3PS2
Method: DFT, the ωB97M-V functional and the def2-TZVPD basis

XYZ file:
```
120
Properties=species:S:1:pos:R:3
C -2.309 -6.325 9.829
C -2.091 -5.363 8.639
C -1.425 -6.052 7.423
C -2.033 -5.617 6.069
C -1.090 -5.961 4.906
C -1.703 -5.625 3.525
C -0.590 -5.523 2.467
C -1.069 -5.773 1.025
C -1.838 -4.534 0.483
C -1.494 -4.211 -0.992
C -0.010 -3.789 -1.181
C 0.105 -2.313 -1.700
C 1.305 -2.091 -2.643
C 1.005 -1.212 -3.889
C -0.010 -0.086 -3.662
C -1.151 -0.039 -4.544
C -1.401 -1.029 -5.669
C -2.085 0.919 -4.353
C -2.009 1.884 -3.341
N -3.042 2.777 -3.226
C -2.855 3.590 -2.223
C -1.715 3.605 -1.365
P -1.610 4.844 0.016
C -1.177 6.434 -0.842
O -3.134 5.005 0.677
N -0.734 2.755 -1.490
C -0.894 1.847 -2.502
C 0.122 0.858 -2.674
C 1.313 0.896 -1.728
C 2.654 1.204 -2.428
C 3.797 1.327 -1.394
S 4.074 -0.313 -0.609
C 5.110 0.017 0.809
S 6.450 0.898 0.610
N 4.717 -0.514 2.073
C 4.046 0.191 3.020
C 3.943 -0.743 4.043
N 4.496 -1.919 3.671
C 4.977 -1.791 2.458
H -1.433 -6.964 9.994
H -3.196 -6.944 9.643
H -2.481 -5.772 10.762
H -1.419 -4.580 9.023
H -3.029 -4.850 8.392
H -0.349 -5.828 7.439
H -1.526 -7.137 7.578
H -2.999 -6.136 5.993
H -2.185 -4.530 6.136
H -0.835 -7.028 4.979
H -0.178 -5.363 5.050
H -2.427 -6.418 3.297
H -2.208 -4.655 3.632
H -0.112 -4.537 2.543
H 0.173 -6.285 2.694
H -0.237 -5.971 0.340
H -1.778 -6.611 1.006
H -2.924 -4.722 0.483
H -1.702 -3.631 1.096
H -1.698 -5.084 -1.630
H -2.204 -3.434 -1.306
H 0.479 -3.852 -0.200
H 0.518 -4.463 -1.866
H 0.216 -1.704 -0.792
H -0.864 -2.068 -2.146
H 1.637 -3.082 -2.986
H 2.173 -1.672 -2.123
H 0.631 -1.895 -4.656
H 1.922 -0.788 -4.319
H -0.505 -1.511 -6.057
H -2.194 -1.734 -5.391
H -1.815 -0.442 -6.502
H -2.959 0.936 -5.005
H -3.640 4.327 -2.029
H -0.173 6.770 -0.568
H -1.921 7.225 -0.680
H -1.151 6.252 -1.927
H -3.667 5.641 0.177
H 1.387 -0.025 -1.146
H 1.183 1.687 -0.980
H 2.972 0.437 -3.139
H 2.589 2.183 -2.920
H 4.746 1.572 -1.884
H 3.618 2.111 -0.650
H 3.713 1.215 2.965
H 3.475 -0.555 5.000
H 5.496 -2.517 1.851
C -0.287 0.602 -9.355
O 0.562 0.652 -8.223
C 1.669 1.526 -8.342
C 1.350 3.001 -8.049
C 0.616 3.705 -9.186
N 0.571 3.156 -6.814
H 0.271 0.713 -10.289
H -1.066 1.364 -9.289
H -0.779 -0.372 -9.359
H 2.390 1.185 -7.593
H 2.153 1.404 -9.319
H 2.306 3.515 -7.912
H -0.438 3.434 -9.230
H 0.660 4.786 -9.049
H 1.072 3.474 -10.152
H 1.104 2.773 -6.037
H -0.234 2.537 -6.880
C -1.035 6.010 3.193
O -0.302 6.881 4.040
C -0.642 6.804 5.412
C 0.028 5.648 6.172
C -0.603 4.287 5.894
N 1.465 5.571 5.889
H -2.066 5.879 3.533
H -0.537 5.043 3.115
H -1.053 6.450 2.198
H -0.291 7.743 5.851
H -1.733 6.787 5.539
H -0.096 5.851 7.240
H -0.312 3.886 4.924
H -0.284 3.564 6.646
H -1.693 4.344 5.930
H 1.903 6.445 6.166
H 1.574 5.557 4.878
```

Results
Charge: 0
SMILES: CCCCCCCCCCCCCCc1c(C)cc2ncc(P(C)O)nc2c1CCCSC(=S)n1ccnc1.COC[C@@H](C)N.COC[C@@H](C)N
HOMO-LUMO gap, eV: 7.5
Energy, eV: -87602.5910

---

Among the records above, which one has the lowest energy?
C39H68Cl3GeN2O3S5SbSi3Ti

---

What is the formula in the second record?
C39H68Cl3GeN2O3S5SbSi3Ti